Density functional theory data (wB97M-V/def2-TZVPD) for 11 unconnected molecules or ions with the total composition C6H34N2O10 at a distorted geometry.

Each line ends with the natural charge from an NBO analysis.
Cartesian coordinates (Å):
H  -2.2604  -2.5014  0.7585  0.4808
C  0.9282  0.8124  1.3599  -0.0267
O  -3.8530  0.7986  0.0976  -0.9938
O  1.8227  -1.9418  -1.9686  -0.9839
H  -1.1727  -3.1053  1.3104  0.4699
H  -3.2106  1.4984  0.2252  0.4843
H  1.9343  -3.4960  -0.2372  0.4872
H  -0.0387  -0.8214  2.0940  0.3778
C  1.4322  0.4106  0.1849  -0.3311
H  2.3995  1.8474  -3.6811  0.2016
O  -1.9203  -2.7896  1.6155  -0.9770
H  -0.9545  -0.0191  3.9758  0.2080
H  -1.5434  -2.0091  -1.4346  0.4888
H  0.2544  1.6931  -1.3691  0.1674
H  0.0094  -4.6547  -0.1602  0.4838
H  2.2905  3.4007  0.9193  0.4927
N  0.0254  0.1760  2.1564  -0.6199
O  -1.7133  2.4058  0.0099  -0.9533
H  2.9098  0.4194  -1.3937  0.2274
O  2.8519  -3.4212  0.2015  -0.9879
O  1.4824  3.7830  1.4139  -0.9545
H  -1.9923  2.5935  -0.8425  0.4708
H  0.6750  0.4831  4.0666  0.1774
O  -2.8606  -1.5123  -0.5500  -0.9746
N  1.5755  3.3730  -1.3277  -0.8537
H  1.9349  -2.4720  -2.7200  0.4752
H  -3.9956  0.5921  0.9852  0.4921
H  -2.9123  -0.5900  -0.7664  0.5186
H  0.0499  -3.2074  -0.4593  0.5004
H  2.4163  -2.3233  -1.2758  0.5027
H  -3.6903  -1.8752  -1.0577  0.5005
H  1.4018  0.5290  -3.2918  0.2284
H  0.9685  1.8593  1.6144  0.2311
C  1.3767  1.6372  -3.1607  -0.6395
O  -3.5012  -0.5750  2.3382  -0.9749
C  2.2822  1.0801  -0.8098  -0.4329
H  1.0542  4.4011  0.9014  0.4732
H  -2.7065  -0.5725  1.8496  0.4775
O  -0.7457  -2.4735  -1.7631  -0.9823
C  1.3038  1.9436  -1.7189  -0.0347
H  -0.5433  1.6349  3.6591  0.2027
H  -0.9260  1.7783  0.0117  0.5059
H  3.0715  1.7590  -0.3179  0.1972
H  1.2121  -0.6651  -0.1438  0.1825
H  0.6708  2.1571  -3.7692  0.2116
C  -0.2381  0.5922  3.5699  -0.3937
H  2.4019  3.6813  -1.8399  0.3525
H  -3.5009  -1.5549  2.6938  0.5032
H  2.6527  -3.2489  1.1800  0.4890
H  0.8578  3.9711  -1.5773  0.3503
H  -0.1921  -1.6881  -1.8396  0.4892
O  0.2255  -3.7934  0.2831  -0.9877

Force components x, y, z for each atom (eV/Å):
H -0.8 0.4 0.3
C -0.3 1.2 -0.7
O 0.0 1.0 -2.4
O 0.6 0.9 2.0
H 6.5 -3.2 -1.6
H 0.6 0.7 -0.4
H 1.7 -0.4 1.9
H 0.0 -0.4 -0.4
C -0.2 -3.7 0.4
H -1.3 0.2 1.3
O -5.7 2.5 2.0
H -1.8 -1.5 0.9
H -0.5 -0.8 0.1
H 1.3 0.4 -0.5
H 0.3 0.9 0.9
H -2.4 1.4 0.7
N -1.4 -0.5 1.2
O 2.0 -1.2 3.0
H -0.3 -0.5 -0.2
O -1.4 0.4 0.7
O 3.4 -2.9 2.0
H -0.4 0.4 -2.8
H 1.3 -0.1 1.4
O -2.5 -2.4 -2.3
N 1.6 -2.0 -0.4
H 0.3 -1.2 -1.7
H -1.1 -1.3 2.4
H -0.4 1.6 0.5
H -0.7 0.9 -0.8
H -0.1 0.7 -0.6
H 2.3 0.9 1.6
H -0.9 0.6 0.0
H 0.6 0.2 0.3
C 3.1 -1.3 -1.9
O -1.5 -2.9 2.4
C 0.5 2.5 0.1
H -1.0 1.9 -2.2
H 1.7 -0.1 -0.9
O -0.4 1.0 -0.2
C 0.4 0.9 2.0
H -0.1 0.0 -0.3
H -1.4 1.1 -0.1
H -1.3 -0.6 -0.7
H 0.1 1.4 0.7
H -0.8 0.1 -0.4
C 1.4 1.5 -2.7
H -0.1 -0.1 0.1
H 0.0 2.9 -1.1
H 0.2 -0.4 -2.3
H -1.9 1.3 -0.8
H 0.9 -0.3 -0.4
O 0.0 -2.1 -0.3

Output
E	-30226.6183	eV
energy relative to the best compared isomer or geometry (same formula, charge and spin)	62.03	kcal/mol
structure (SMILES)	CN/C=C/C[C@H](C)N.O.O.O.O.O.O.O.O.O.O
gap between HOMO and LUMO	7.760	eV